# C9H12N4OS

The molecule C9H12N4OS (ωB97M-V/def2-TZVPD, the OMol25 dataset).

Cartesian coordinates (Å):
C -4.9774 0.1063 1.1175
C -4.4619 -0.0989 -0.3037
N -3.1861 0.5445 -0.5149
C -2.0052 -0.1068 -0.4339
S -1.8618 -1.7534 -0.3090
N -0.8987 0.6625 -0.5440
N 0.3707 0.1305 -0.4290
C 1.4247 0.9482 -0.2526
O 1.3049 2.1650 -0.2130
C 2.7161 0.2206 -0.1279
C 3.8986 0.9310 0.0532
C 5.0813 0.2196 0.1692
C 5.0356 -1.1638 0.1000
C 3.8015 -1.7758 -0.0822
N 2.6706 -1.1082 -0.1930
H -4.2765 -0.3171 1.8326
H -5.1030 1.1656 1.3340
H -5.9366 -0.3886 1.2372
H -4.3194 -1.1633 -0.4998
H -5.1741 0.3048 -1.0290
H -3.1756 1.5531 -0.4678
H -0.8867 1.6765 -0.4849
H 0.4289 -0.8855 -0.4105
H 3.8640 2.0080 0.0978
H 6.0205 0.7344 0.3107
H 5.9329 -1.7566 0.1853
H 3.7128 -2.8526 -0.1423

Atoms 1-2, force components in eV/Å:
C 0.12 -0.06 -0.25
C -0.34 -0.13 0.18

Summary:
Structure (SMILES): CCNC(=S)NNC(=O)c1ccccn1
Kohn-Sham gap: 0.31911 Eh
Energy: -1042.61478 Ha

These are the Mulliken partial charges, in e, on atoms 1 to 8:
1 C -1.00
2 C -0.53
3 N -0.21
4 C 0.57
5 S -0.55
6 N -0.46
7 N -0.12
8 C 0.12



# C9H12N6OS2

The molecule C9H12N6OS2 (ωB97M-V/def2-TZVPD, the OMol25 dataset).

Cartesian coordinates (Å):
S 3.2115 -2.7497 2.2531
C 1.7636 -2.6349 1.1012
C 2.1388 -2.3713 -0.4308
C 3.1396 -1.1066 -0.6452
C 2.1811 0.1934 -0.5502
N 1.8624 0.5762 0.7406
N 1.0484 1.6019 0.8164
C 0.6578 2.1126 -0.4074
C -0.3914 3.3413 -0.3158
C -1.8436 2.6614 -0.5768
S -2.5337 2.0169 1.0482
C -3.3661 0.4446 0.6083
N -2.9534 -0.9142 0.8631
N -3.8660 -1.7962 0.4041
C -4.9148 -1.0177 -0.1882
O -4.6155 0.3449 -0.0739
N 1.0077 1.7574 -1.6960
N 1.8218 0.7320 -1.7734
H 2.9617 -1.7492 3.1935
H 1.1770 -3.6260 1.1395
H 1.0303 -1.8363 1.4664
H 2.4938 -3.3042 -0.9934
H 1.1580 -2.0506 -0.9486
H 3.6100 -1.1903 -1.6887
H 3.9717 -1.0656 0.1259
H -0.4291 3.7843 0.7289
H -0.1647 4.1131 -1.1333
H -2.5726 3.3855 -1.0926
H -1.7392 1.7461 -1.2675
H -5.8451 -1.3987 -0.7075

Atoms 1-2, force components in eV/Å:
S -0.47 0.55 0.33
C -1.36 -0.20 -0.55

Summary:
Structure (SMILES): SCCCc1nnc(CCSc2nnco2)nn1
Kohn-Sham gap: 0.29577 Eh
Energy: -1550.08085 Ha

These are the Mulliken partial charges, in e, on atoms 1 to 8:
1 S -0.28
2 C -0.47
3 C -0.68
4 C -0.41
5 C 0.42
6 N -0.13
7 N -0.38
8 C 0.50